# C6H11N

A cluster of 2 separate species, C6H11N in total in a non-equilibrium geometry (ωB97M-V/def2-TZVPD, the OMol25 dataset).

For the gap between HOMO and LUMO, the calculation gives 9.156 eV. Its energy above the lowest of the compared OMol25 structures with the same formula, charge and spin is 73.1 kcal per mole. The strongest force on any atom is 3.2 eV Å⁻¹. As for the structure (SMILES): CC=C=N.C=CC. For the HOMO energy, the calculation gives -8.356 eV. The energy is -289.855137 Ha.

```
! RIJCOSX wB97M-V def2-TZVPD def2/J DEFGRID3
* xyz 0 1
C -1.48 -2.79 0.25
C -0.75 -1.74 1.05
C 0.52 -1.36 0.89
N 1.62 -0.82 0.77
H -2.55 -2.56 0.13
H -1.05 -2.97 -0.73
H -1.45 -3.75 0.80
H -1.16 -1.52 2.03
H 1.38 0.27 0.35
C -0.54 1.03 -0.54
C 0.76 1.36 -0.69
C 1.30 2.75 -0.46
H -1.21 1.65 0.06
H -1.01 0.25 -1.13
H 1.33 0.80 -1.43
H 2.32 2.83 -0.05
H 1.33 3.21 -1.46
H 0.64 3.37 0.16
*
```

Results of the Löwdin charge analysis, in e, for atoms 1 through 8: -0.122, -0.176, -0.247, 0.100, 0.066, 0.070, 0.069, 0.098

=====

# CH10Na5O12S

A structure of composition CH10Na5O12S in a non-equilibrium geometry (ωB97M-V/def2-TZVPD, the OMol25 dataset).

For the gap between HOMO and LUMO, the calculation gives 1.667 eV. The strongest force on any atom is 6.8 eV Å⁻¹. For the HOMO energy, the calculation gives -7.077 eV. The energy is -2156.136375 Ha.

```
! RIJCOSX wB97M-V def2-TZVPD def2/J DEFGRID3
* xyz 1 1
Na -6.29 1.07 3.23
Na 1.94 4.00 -1.58
Na -3.86 -4.13 2.18
Na -3.90 3.19 -1.35
Na -1.95 0.44 5.61
C -1.10 -0.27 1.01
O -0.59 -1.28 1.43
O -0.42 0.49 0.32
O -2.27 -0.10 1.29
S -1.82 2.32 -5.41
O -0.81 1.30 -5.73
O -2.11 3.11 -6.56
O -3.06 1.75 -4.92
O -1.34 3.18 -4.31
O 2.30 -4.54 3.53
H 2.24 -4.39 4.47
H 1.83 -3.81 3.13
O 1.76 4.13 3.83
H 1.15 4.05 3.10
H 2.62 3.96 3.44
O 3.64 0.08 2.25
H 2.86 -0.01 1.70
H 3.40 -0.31 3.08
O 0.31 -4.58 -1.61
H -0.20 -4.21 -0.89
H 0.71 -3.82 -2.03
O 1.93 -0.82 -3.05
H 1.46 -0.52 -3.82
H 1.58 -0.29 -2.33
*
```

Results of the Löwdin charge analysis, in e, for atoms 1 through 8: 0.417, 0.952, 0.796, 0.828, 0.614, -1.202, 0.020, -0.026

=====

Among the records above, which one has the lowest energy?
CH10Na5O12S

=====

What is the strongest force on any atom in the second record?
6.8 eV Å⁻¹

=====

What is the formula in the first record?
C6H11N